Entry 1:
Below is a 7-piece molecular cluster, C51H54ClN2O17 overall, with properties calculated with ωB97M-V/def2-TZVPD.

CARTESIAN COORDINATES (ANGSTROEM)
C -0.93 -0.39 -2.35
C -1.63 -1.69 -1.64
C -1.98 -1.38 -0.07
C -0.57 -1.26 0.69
N -0.35 -2.24 1.78
N 0.48 -3.31 1.43
C -0.44 -4.42 1.01
C -0.13 -4.99 -0.49
C 1.46 -3.70 2.47
C 2.17 -5.05 1.91
O 3.42 -5.37 2.58
C 4.43 -5.05 1.58
O 5.75 -4.90 2.18
C 6.57 -4.38 1.09
C 6.59 -2.77 1.01
O 5.97 -2.40 -0.28
C 0.79 -4.16 3.88
O 1.50 -4.79 4.75
O -0.53 -3.96 4.19
C 2.51 -2.54 2.84
Cl 2.72 -1.27 1.48
C 2.18 -1.80 4.25
C 3.13 -0.47 4.37
H -0.27 -0.83 -3.19
H -0.21 0.16 -1.65
H -1.72 0.34 -2.76
H -0.79 -2.49 -1.63
H -2.53 -2.08 -2.22
H -2.50 -0.35 -0.10
H -2.68 -2.16 0.36
H -0.54 -0.21 1.16
H 0.34 -1.27 -0.03
H -0.14 -1.82 2.69
H -1.49 -3.97 0.93
H -0.54 -5.28 1.76
H -0.10 -6.14 -0.36
H 0.92 -4.70 -0.86
H -0.92 -4.68 -1.25
H 1.50 -5.98 2.07
H 2.31 -4.99 0.77
H 4.40 -5.83 0.74
H 4.15 -3.99 1.21
H 7.65 -4.78 1.14
H 6.16 -4.78 0.09
H 7.62 -2.30 1.03
H 5.87 -2.34 1.81
H 5.02 -2.63 -0.23
H 3.59 -2.92 2.99
H 1.09 -1.50 4.36
H 2.52 -2.47 5.12
H 3.23 -0.27 5.49
H 2.73 0.42 3.78
H 4.19 -0.77 4.02
C 4.86 4.68 0.70
C 3.61 4.55 1.14
C 2.93 3.23 1.14
O 1.79 3.11 1.54
C 3.70 2.07 0.64
C 4.95 2.20 0.20
C 5.63 3.52 0.20
O 6.77 3.64 -0.20
H 5.37 5.64 0.69
H 3.03 5.39 1.51
H 3.19 1.12 0.65
H 5.53 1.36 -0.17
C 5.86 -2.42 -3.63
C 4.56 -2.17 -3.42
C 3.67 -1.78 -4.53
O 2.49 -1.55 -4.34
C 4.26 -1.68 -5.88
C 5.55 -1.93 -6.09
C 6.45 -2.32 -4.98
O 7.63 -2.55 -5.17
H 6.53 -2.70 -2.83
H 4.12 -2.24 -2.43
H 3.59 -1.40 -6.68
H 6.00 -1.86 -7.07
C -7.19 -1.82 -3.30
C -6.17 -1.13 -2.79
C -5.14 -0.52 -3.66
O -4.21 0.10 -3.19
C -5.28 -0.71 -5.12
C -6.30 -1.39 -5.63
C -7.33 -2.00 -4.76
O -8.26 -2.63 -5.23
H -7.95 -2.28 -2.68
H -6.04 -0.99 -1.72
H -4.52 -0.25 -5.74
H -6.43 -1.54 -6.70
C -2.38 0.83 4.68
C -2.82 1.82 5.46
C -2.10 3.10 5.56
O -2.50 4.01 6.27
C -0.86 3.25 4.76
C -0.42 2.26 3.99
C -1.14 0.98 3.89
O -0.74 0.08 3.18
H -2.90 -0.11 4.60
H -3.73 1.73 6.05
H -0.34 4.20 4.85
H 0.49 2.35 3.40
C 1.04 8.40 0.46
C -0.02 8.86 -0.19
C -1.40 8.48 0.21
O -2.37 8.90 -0.39
C -1.54 7.58 1.37
C -0.47 7.12 2.03
C 0.90 7.50 1.63
O 1.87 7.08 2.23
H 2.05 8.67 0.18
H 0.06 9.53 -1.04
H -2.55 7.31 1.65
H -0.56 6.46 2.88
C -9.67 1.44 -2.88
C -10.10 2.43 -2.10
C -9.36 3.71 -1.99
O -9.76 4.61 -1.28
C -8.13 3.85 -2.80
C -7.70 2.86 -3.59
C -8.44 1.59 -3.69
O -8.04 0.69 -4.40
H -10.19 0.50 -2.97
H -11.00 2.34 -1.50
H -7.61 4.79 -2.71
H -6.80 2.95 -4.18

The charge is -1. The value obtained for the frontier orbital gap is 3.51 eV. The LUMO energy is -0.026 Eh.

Entry 2:
Below is C51H54N7O3P2PbTe as an isolated structure, with properties calculated with ωB97M-V/def2-TZVPD.

CARTESIAN COORDINATES (ANGSTROEM)
Pb 0.85 -1.19 0.37
Te 0.11 -4.18 2.98
C -0.72 -4.63 4.90
C 0.10 -5.05 5.94
C -0.48 -5.39 7.15
N -1.78 -5.36 7.37
C -2.56 -4.95 6.38
C -2.08 -4.58 5.14
C -1.43 -2.65 2.51
P -0.52 -1.09 2.76
C 0.18 -1.24 4.44
C -0.66 -1.54 5.51
C -0.14 -1.77 6.76
C 1.23 -1.68 6.96
C 2.07 -1.37 5.91
C 1.55 -1.15 4.65
C -1.80 0.17 3.12
C -1.45 1.51 3.09
C -2.38 2.47 3.44
C -3.65 2.09 3.82
C -4.00 0.75 3.87
C -3.07 -0.21 3.52
P -1.41 -2.66 0.69
C -2.90 -1.77 0.12
C -4.10 -1.77 0.82
C -5.21 -1.14 0.28
C -5.12 -0.51 -0.95
C -3.92 -0.50 -1.65
C -2.81 -1.13 -1.11
C -1.84 -4.38 0.26
C -1.08 -5.12 -0.63
C -1.36 -6.46 -0.84
C -2.41 -7.06 -0.17
C -3.18 -6.32 0.72
C -2.90 -4.99 0.93
H 1.17 -5.09 5.82
H 0.13 -5.72 7.99
H -3.62 -4.94 6.60
H -2.76 -4.25 4.36
H -1.73 -1.62 5.34
H -0.79 -2.03 7.58
H 1.64 -1.86 7.95
H 3.14 -1.29 6.07
H 2.20 -0.93 3.81
H -0.45 1.79 2.80
H -2.12 3.52 3.43
H -4.38 2.84 4.11
H -4.98 0.46 4.20
H -3.31 -1.26 3.56
H -4.16 -2.27 1.77
H -6.14 -1.14 0.82
H -5.99 -0.02 -1.37
H -3.86 -0.01 -2.60
H -1.86 -1.12 -1.63
H -0.25 -4.65 -1.15
H -0.76 -7.04 -1.53
H -2.63 -8.10 -0.33
H -4.00 -6.79 1.24
H -3.49 -4.41 1.63
C 3.97 0.50 -2.11
C 4.44 -0.21 -0.87
N 5.77 -0.16 -0.65
O 3.70 -0.80 -0.09
H 4.47 1.46 -2.22
H 2.90 0.64 -2.08
H 4.22 -0.12 -2.98
H 6.40 0.29 -1.29
H 6.15 -0.64 0.14
C 5.32 4.76 -8.58
C 4.22 4.56 -7.59
C 3.17 5.46 -7.47
C 2.17 5.27 -6.53
C 2.19 4.16 -5.70
N 1.19 4.05 -4.72
C 0.73 2.96 -4.03
O 0.17 3.08 -2.96
N 0.92 1.76 -4.69
C 0.81 0.48 -4.16
C 1.03 -0.62 -4.98
C 0.98 -1.89 -4.42
C 0.74 -2.02 -3.07
N 0.53 -0.97 -2.28
C 0.53 0.25 -2.81
C 3.24 3.25 -5.81
C 4.23 3.45 -6.75
H 5.11 5.59 -9.24
H 5.46 3.86 -9.19
H 6.26 4.96 -8.07
H 3.14 6.33 -8.10
H 1.37 5.99 -6.44
H 0.85 4.92 -4.35
H 1.19 1.81 -5.66
H 1.25 -0.49 -6.03
H 1.14 -2.76 -5.03
H 0.71 -2.99 -2.59
H 0.31 1.06 -2.13
H 3.30 2.40 -5.15
H 5.05 2.75 -6.82
C -2.22 2.11 -0.61
N -1.14 2.86 -0.01
C -1.33 4.30 0.05
C 0.01 5.02 0.13
C 0.86 4.32 1.19
N 1.03 2.93 0.83
C 2.22 2.25 1.26
C 0.01 2.23 0.27
O 0.13 1.01 0.01
H -3.17 2.53 -0.30
H -2.15 1.08 -0.28
H -2.14 2.14 -1.70
H -1.95 4.53 0.93
H -1.87 4.61 -0.84
H -0.14 6.06 0.39
H 0.50 4.95 -0.84
H 0.40 4.43 2.18
H 1.85 4.78 1.23
H 3.04 2.97 1.31
H 2.48 1.47 0.54
H 2.09 1.79 2.24

The charge is +1. The value obtained for the frontier orbital gap is 6.59 eV. The LUMO energy is -0.077 Eh.

Entry 3:
Below is C51H55CaN3P2Sb2 as an isolated structure, with properties calculated with ωB97M-V/def2-TZVPD.

CARTESIAN COORDINATES (ANGSTROEM)
Ca 0.11 -0.16 -0.01
C -2.87 2.84 0.16
C -1.85 3.02 1.29
P -0.13 2.50 0.91
C 0.72 2.80 2.50
C 0.92 1.73 3.37
C 1.54 1.92 4.60
C 1.97 3.19 4.96
C 1.77 4.26 4.09
C 1.15 4.07 2.87
C 0.55 3.74 -0.22
C 1.81 3.49 -0.76
C 2.43 4.39 -1.61
C 1.77 5.57 -1.94
C 0.52 5.84 -1.42
C -0.09 4.93 -0.55
C -2.93 1.45 -0.51
P -2.76 0.01 0.63
C -4.14 0.22 1.80
C -5.45 0.25 1.34
C -6.49 0.45 2.24
C -6.22 0.61 3.60
C -4.91 0.58 4.05
C -3.87 0.38 3.15
C -3.29 -1.38 -0.43
C -3.71 -1.26 -1.75
C -4.09 -2.39 -2.48
C -4.05 -3.64 -1.89
C -3.62 -3.78 -0.57
C -3.24 -2.66 0.15
H -2.68 3.57 -0.62
H -3.86 3.07 0.56
H -2.13 2.42 2.16
H -1.83 4.05 1.64
H 0.58 0.73 3.10
H 1.68 1.08 5.27
H 2.46 3.35 5.91
H 2.11 5.25 4.38
H 1.02 4.91 2.20
H 2.33 2.57 -0.50
H 3.41 4.19 -2.01
H 2.24 6.29 -2.61
H 0.01 6.76 -1.67
H -1.06 5.17 -0.14
H -2.15 1.37 -1.28
H -3.88 1.36 -1.04
H -5.68 0.10 0.29
H -7.51 0.47 1.89
H -7.03 0.77 4.29
H -4.70 0.70 5.11
H -2.85 0.35 3.51
H -3.75 -0.29 -2.24
H -4.42 -2.28 -3.51
H -4.37 -4.51 -2.46
H -3.60 -4.75 -0.11
H -2.91 -2.77 1.17
C 2.24 -2.94 -1.65
Sb 0.15 -2.94 -1.16
C -0.07 -5.04 -0.91
C -0.70 -2.82 -3.17
C 0.34 -2.93 -4.24
C 0.87 -4.19 -4.55
C 1.89 -4.34 -5.48
C 2.40 -3.21 -6.12
C 1.86 -1.97 -5.85
C 0.82 -1.81 -4.92
C 0.22 -0.44 -4.75
Sb 0.73 0.66 -2.98
C 2.82 0.84 -3.39
C 0.07 2.54 -3.73
H 2.40 -3.53 -2.55
H 2.78 -3.40 -0.81
H 2.62 -1.93 -1.80
H 0.66 -5.53 -1.55
H -1.08 -5.32 -1.21
H 0.10 -5.33 0.12
H -1.29 -1.91 -3.22
H -1.41 -3.66 -3.19
H 0.47 -5.06 -4.05
H 2.28 -5.32 -5.70
H 3.20 -3.31 -6.85
H 2.23 -1.10 -6.38
H -0.87 -0.46 -4.80
H 0.56 0.22 -5.55
H 2.93 1.36 -4.34
H 3.26 -0.15 -3.46
H 3.32 1.41 -2.61
H 0.65 2.75 -4.63
H 0.23 3.33 -3.00
H -0.99 2.48 -3.98
N 5.10 -2.28 5.16
C 6.22 -2.03 5.91
C 6.81 -2.69 6.99
C 7.95 -2.13 7.50
C 8.51 -0.95 6.96
C 7.93 -0.30 5.90
C 6.76 -0.86 5.36
N 5.98 -0.42 4.30
C 5.02 -1.30 4.21
C 3.97 -1.19 3.19
C 2.86 -2.03 3.14
C 1.91 -1.84 2.16
N 1.99 -0.87 1.24
C 3.08 -0.07 1.29
C 4.07 -0.19 2.23
H 4.48 -3.07 5.27
H 6.38 -3.60 7.41
H 8.44 -2.61 8.34
H 9.41 -0.55 7.41
H 8.35 0.60 5.48
H 2.71 -2.83 3.86
H 1.04 -2.48 2.11
H 3.15 0.71 0.54
H 4.92 0.47 2.24

The charge is +2. The value obtained for the frontier orbital gap is 7.31 eV. The LUMO energy is -0.181 Eh.

Entry 4:
Below is C51H58AsBaClGeN4O3Si as an isolated structure, with properties calculated with ωB97M-V/def2-TZVPD.

CARTESIAN COORDINATES (ANGSTROEM)
Ba 0.84 -0.85 0.22
O 1.89 -1.91 4.72
C 0.59 -1.99 5.10
C 0.23 -2.82 6.17
C -1.08 -2.89 6.60
C -2.05 -2.11 5.99
C -1.69 -1.29 4.93
C -0.39 -1.22 4.46
C -0.10 -0.42 3.22
O 0.91 -0.72 2.52
N -0.98 0.53 2.93
N -0.75 1.03 1.68
C -1.26 2.16 1.42
C -1.12 2.75 0.09
C -1.55 4.05 -0.16
C -1.43 4.57 -1.44
C -0.89 3.77 -2.43
C -0.48 2.49 -2.09
N -0.58 1.98 -0.87
H 2.41 -2.55 5.21
H 1.00 -3.42 6.65
H -1.33 -3.54 7.43
H -3.08 -2.15 6.33
H -2.44 -0.69 4.43
H -1.81 2.72 2.19
H -1.99 4.63 0.64
H -1.76 5.58 -1.65
H -0.78 4.12 -3.45
H -0.04 1.83 -2.83
C 3.77 -5.18 0.09
Si 3.32 -3.59 1.03
C 1.66 -3.98 1.84
C 4.53 -3.36 2.47
N 3.16 -2.20 0.04
C 4.24 -1.64 -0.57
C 5.54 -2.22 -0.62
C 6.63 -1.61 -1.22
C 6.51 -0.36 -1.81
C 5.26 0.25 -1.80
C 4.17 -0.38 -1.23
O 2.91 0.27 -1.20
C 2.64 1.14 -2.24
C 2.26 0.63 -3.47
C 1.95 1.51 -4.50
C 2.04 2.88 -4.30
C 2.42 3.38 -3.06
C 2.72 2.51 -2.02
H 3.99 -6.00 0.80
H 4.63 -5.07 -0.57
H 2.92 -5.50 -0.52
H 1.81 -4.82 2.53
H 0.92 -4.30 1.10
H 1.26 -3.14 2.41
H 4.47 -4.22 3.15
H 4.26 -2.46 3.02
H 5.57 -3.26 2.15
H 5.68 -3.19 -0.17
H 7.59 -2.12 -1.21
H 7.36 0.13 -2.27
H 5.13 1.22 -2.26
H 2.17 -0.44 -3.59
H 1.64 1.12 -5.46
H 1.80 3.56 -5.11
H 2.46 4.45 -2.90
H 3.01 2.87 -1.04
C -4.11 -1.80 -3.47
Ge -3.34 -0.04 -3.00
C -4.74 1.01 -2.06
C -5.82 0.39 -1.44
C -6.75 1.13 -0.72
C -6.62 2.50 -0.61
C -5.54 3.13 -1.22
C -4.61 2.39 -1.94
C -2.91 0.86 -4.72
C -1.60 0.89 -5.11
C -1.19 1.54 -6.30
C -2.11 2.15 -7.10
C -3.48 2.12 -6.76
C -4.46 2.72 -7.60
C -5.79 2.66 -7.30
C -6.20 1.97 -6.14
C -5.29 1.39 -5.31
C -3.89 1.45 -5.58
H -5.00 -1.67 -4.10
H -4.39 -2.37 -2.58
H -3.36 -2.38 -4.02
H -5.94 -0.69 -1.51
H -7.59 0.62 -0.24
H -7.34 3.08 -0.05
H -5.42 4.21 -1.14
H -3.78 2.90 -2.41
H -0.85 0.40 -4.50
H -0.14 1.54 -6.57
H -1.80 2.66 -8.01
H -4.12 3.23 -8.50
H -6.52 3.12 -7.95
H -7.26 1.91 -5.90
H -5.62 0.87 -4.42
C -1.66 -5.19 2.70
C -2.54 -3.98 2.39
As -1.82 -2.82 0.96
C -2.06 -4.03 -0.59
C -0.82 -4.80 -1.01
C -3.46 -1.79 0.64
C -3.93 -0.99 1.85
H -2.13 -5.82 3.47
H -0.69 -4.87 3.08
H -1.50 -5.81 1.82
H -2.66 -3.36 3.27
H -3.54 -4.29 2.07
H -2.37 -3.37 -1.40
H -2.90 -4.70 -0.36
H 0.00 -4.12 -1.23
H -1.02 -5.37 -1.93
H -0.49 -5.51 -0.25
H -4.23 -2.49 0.30
H -3.23 -1.13 -0.19
H -4.20 -1.65 2.68
H -4.81 -0.39 1.60
H -3.15 -0.32 2.20
Cl -0.60 -1.26 -2.31

The charge is -1. The value obtained for the frontier orbital gap (spin up / spin down) is 6.34 / 6.39 eV. The LUMO energy (spin up / spin down) is 0.084 / 0.079 Eh. The spin multiplicity is 2.

Energy relative to the best compared isomer or geometry (same formula, charge and spin)
In order: 65.9 0.0 0.0 0.0
Unit: kcal/mol
Maximum force
In order: 6.0 1.8 0.8 2.0
Unit: eV/Å